Density functional theory data (ωB97M-V/def2-TZVPD) for a structure of composition C25H46F16NNbO12P3 in a non-equilibrium geometry.

For the total energy, the calculation gives -4616.91589 Eh. As for the HOMO-LUMO gap: 7.0 eV. The highest occupied orbital energy is -5.8 eV.

Geometry as ORCA input:
```
! wB97M-V def2-TZVPD RIJCOSX def2/J DEFGRID3
* xyz -1 1
C -0.972 2.862 5.012
N -1.948 3.211 3.958
C -1.242 3.550 2.725
C -2.859 2.083 3.745
O -4.043 2.251 3.928
C -2.257 0.760 3.346
Nb -3.561 -0.616 2.111
C -1.741 -1.926 1.712
C -1.946 -3.418 1.436
C -0.722 -4.321 1.517
F -0.939 -5.452 0.784
F -0.549 -4.741 2.793
C 0.622 -3.692 1.058
F 1.102 -2.957 2.080
F 0.448 -2.930 -0.031
C 1.735 -4.717 0.725
F 1.841 -5.595 1.736
F 1.435 -5.416 -0.375
C 3.161 -4.068 0.512
F 3.994 -4.424 1.490
F 3.129 -2.744 0.409
F 3.690 -4.537 -0.629
C -3.241 0.615 0.135
F -4.343 1.431 0.067
F -2.162 1.473 0.244
C -3.137 -0.096 -1.249
F -3.130 -1.435 -1.127
F -4.208 0.213 -2.017
C -1.905 0.284 -2.107
F -1.982 1.543 -2.540
F -1.885 -0.508 -3.202
F -0.750 0.078 -1.473
P -3.779 -2.144 4.214
O -4.488 -1.356 5.263
O -2.313 -2.510 4.829
O -4.477 -3.585 3.932
H -1.299 2.000 5.591
H 0.009 2.638 4.571
H -0.838 3.734 5.659
H -1.956 3.754 1.925
H -0.630 4.436 2.914
H -0.563 2.756 2.375
H -1.305 0.868 2.813
H -2.029 0.227 4.280
H -5.167 0.092 2.566
H -4.557 -1.911 1.257
H -1.327 -1.450 0.815
H -1.115 -1.777 2.595
H -2.433 -3.602 0.477
H -2.617 -3.815 2.202
H -2.390 -2.383 5.786
H -4.908 -3.529 3.067
O 6.417 0.010 4.374
P 7.700 -0.555 3.952
O 8.034 -1.916 4.716
C 6.995 -2.723 5.288
C 6.337 -3.640 4.279
O 8.877 0.399 4.478
C 8.595 1.608 5.180
C 8.637 1.388 6.678
O 8.370 -0.775 2.541
C 7.910 -1.802 1.645
C 6.516 -1.541 1.118
H 6.249 -2.095 5.778
H 7.476 -3.316 6.066
H 5.902 -3.072 3.456
H 5.542 -4.216 4.753
H 7.062 -4.340 3.859
H 7.636 2.022 4.872
H 9.369 2.318 4.885
H 7.924 0.617 6.974
H 8.396 2.309 7.209
H 9.629 1.054 6.985
H 7.980 -2.775 2.135
H 8.624 -1.814 0.822
H 5.792 -1.465 1.932
H 6.205 -2.348 0.454
H 6.482 -0.600 0.569
O -6.066 2.749 -7.724
P -4.736 3.238 -8.094
O -3.836 3.579 -6.828
C -4.073 2.977 -5.544
C -3.444 1.609 -5.416
O -4.894 4.686 -8.766
C -6.176 5.279 -8.963
C -6.527 6.205 -7.818
O -3.675 2.749 -9.157
C -2.911 1.548 -8.949
C -3.768 0.300 -8.995
H -5.142 2.931 -5.331
H -3.632 3.655 -4.813
H -3.825 0.930 -6.181
H -3.663 1.180 -4.440
H -2.360 1.667 -5.526
H -6.941 4.515 -9.097
H -6.110 5.844 -9.895
H -6.513 5.667 -6.869
H -7.519 6.636 -7.961
H -5.800 7.015 -7.747
H -2.354 1.623 -8.013
H -2.176 1.526 -9.753
H -4.553 0.330 -8.237
H -3.158 -0.587 -8.825
H -4.258 0.212 -9.965
*
```